1.
{"formula": "C4H34CdF12N2O25S4", "method": "ωB97M-V/def2-TZVPD", "largest_force_ev_per_a": 7.41, "total_energy_ha": -5122.0466, "homo_energy_ev": -9.6, "homo_lumo_gap_ev": 8.93, "species": ["Cd", "C", "F", "F", "F", "S", "O", "O", "N", "S", "O", "O", "C", "F", "F", "F", "C", "F", "F", "F", "S", "O", "O", "N", "S", "O", "O", "C", "F", "F", "F", "O", "H", "H", "O", "H", "H", "O", "H", "H", "O", "H", "H", "O", "H", "H", "O", "H", "H", "O", "H", "H", "O", "H", "H", "O", "H", "H", "O", "H", "H", "O", "H", "H", "O", "H", "H", "O", "H", "H", "O", "H", "H", "O", "H", "H", "O", "H", "H", "O", "H", "H"], "coordinates": [[-2.3092, 12.7605, 17.9560], [-5.5657, 12.2045, 15.2263], [-5.5944, 13.5120, 15.1061], [-6.3114, 11.8770, 16.2477], [-6.0856, 11.6445, 14.0894], [-3.8511, 11.3794, 15.5454], [-3.9217, 10.0953, 14.9001], [-2.8138, 12.2886, 15.0863], [-3.5963, 11.4545, 17.3546], [-4.2954, 10.2040, 17.9384], [-4.6801, 10.5003, 19.2976], [-5.3734, 9.5515, 17.2211], [-2.8134, 8.7976, 17.8999], [-2.0983, 8.9389, 16.7739], [-1.9629, 9.0195, 18.9071], [-3.3934, 7.5868, 17.8686], [-2.3245, 11.5304, 22.1380], [-1.0742, 11.6680, 22.6221], [-2.3583, 10.4768, 21.3157], [-3.1603, 11.4106, 23.2597], [-2.8807, 13.1585, 21.1399], [-4.2391, 12.8147, 20.7334], [-2.8043, 14.2149, 22.1292], [-1.8026, 13.3402, 19.7758], [-0.5394, 14.0903, 20.2913], [-0.1409, 13.8404, 21.6905], [0.5703, 13.8974, 19.3255], [-1.0244, 15.9142, 20.1336], [-1.3548, 16.1524, 18.8779], [-2.0226, 16.2852, 20.9288], [0.0427, 16.7015, 20.3848], [0.5372, 9.4695, 24.1230], [1.4659, 9.2376, 24.1286], [0.5123, 10.3513, 23.7514], [-5.2688, 17.5067, 20.3982], [-5.2455, 18.0541, 19.6133], [-4.3720, 17.5281, 20.7324], [-0.0621, 13.8031, 24.9574], [-0.9174, 13.4823, 24.6716], [0.2267, 14.3795, 24.2498], [-5.5882, 14.9332, 22.5863], [-4.9523, 15.5117, 22.1654], [-5.6725, 15.2760, 23.4760], [0.7706, 15.8691, 16.9801], [1.1653, 15.9069, 16.1089], [1.4577, 16.1819, 17.5686], [-6.2243, 12.0161, 23.4937], [-5.9690, 11.6076, 24.3209], [-5.6272, 12.7581, 23.3982], [-4.1560, 8.3520, 23.4433], [-3.3738, 8.8956, 23.3497], [-3.8341, 7.5297, 23.8127], [2.0064, 12.0452, 23.2881], [2.9449, 12.0041, 23.4719], [1.9168, 12.7574, 22.6549], [-0.7756, 11.3737, 17.8862], [-0.5812, 10.9421, 17.0543], [-0.2400, 10.9085, 18.5289], [-0.8322, 13.7862, 16.9012], [-0.2718, 14.5548, 17.0073], [-0.4229, 13.2864, 16.1948], [2.1259, 18.3033, 22.2251], [1.3657, 18.7388, 21.8395], [1.7685, 17.5165, 22.6367], [2.7592, 13.9047, 21.5044], [2.8565, 13.1547, 20.9177], [3.5845, 13.9396, 21.9881], [2.8870, 15.4102, 18.6680], [2.7498, 15.9761, 19.4277], [2.3129, 14.6597, 18.8209], [-6.9587, 11.4564, 20.7496], [-6.0790, 11.6962, 20.4582], [-7.3482, 11.0122, 19.9964], [1.0202, 10.0483, 20.4079], [0.7747, 10.2463, 21.3117], [1.1063, 9.0952, 20.3859], [-0.7066, 18.6338, 17.2726], [-0.6129, 17.7264, 17.5625], [0.1508, 19.0273, 17.4347], [-3.5457, 14.4994, 17.4602], [-3.1105, 15.1635, 16.9256], [-4.4435, 14.8178, 17.5546]], "forces_ev_per_a": [[-0.7, 1.6, -0.3], [-0.7, -1.4, -0.8], [0.8, 0.2, -0.2], [-0.6, -0.1, 0.4], [0.9, 0.7, 1.3], [1.6, 0.7, -0.4], [-0.1, 1.0, 1.2], [-0.7, -0.1, 0.5], [-3.4, -2.1, -6.3], [-2.4, -4.5, 3.4], [1.6, -0.2, -0.4], [1.6, 0.9, -0.6], [-1.9, 1.4, -0.5], [-0.1, -0.1, 0.0], [-0.5, -0.9, 0.1], [1.0, 1.0, 0.7], [0.0, 0.7, 0.9], [-1.0, -0.4, -0.4], [-0.4, 0.8, 1.1], [1.5, 0.0, -2.8], [-3.2, -1.0, 2.2], [2.7, 0.5, -0.7], [0.7, -1.0, -1.3], [-1.6, 0.2, 5.4], [5.6, 0.3, 1.5], [-1.3, 0.9, -2.7], [-2.4, 0.6, 1.2], [0.8, 0.4, 0.6], [-0.6, -0.2, -0.7], [0.5, 0.0, -0.4], [-0.2, -0.6, 0.3], [-0.4, -0.5, -0.2], [0.2, 0.0, 0.1], [0.2, 0.5, 0.1], [-0.1, -0.2, 0.1], [0.0, 0.2, -0.2], [0.3, 0.1, 0.1], [0.1, 0.1, 0.4], [-0.2, -0.1, -0.1], [0.0, 0.0, -0.3], [-0.2, -0.2, 0.1], [0.1, 0.1, -0.2], [-0.1, 0.1, 0.2], [-0.8, 0.2, -0.6], [0.1, 0.2, -0.3], [0.8, -0.3, 0.6], [-0.1, -0.1, 0.2], [0.1, -0.2, 0.2], [0.1, 0.4, -0.3], [-0.2, 0.0, -0.1], [0.2, 0.2, 0.0], [0.1, -0.2, 0.1], [-0.3, -0.9, 0.4], [0.1, -0.1, 0.2], [-0.2, 0.5, -0.2], [2.1, -1.9, -0.4], [0.0, -0.3, -0.4], [0.4, -0.2, 0.8], [0.3, 0.3, -1.7], [0.8, 1.1, 0.6], [0.0, -0.2, -0.3], [0.3, 0.0, -0.1], [-0.2, 0.2, -0.1], [-0.1, -0.2, 0.2], [-0.1, 0.4, -0.1], [0.0, -0.2, -0.4], [0.4, 0.2, 0.1], [0.3, 0.6, -0.6], [0.1, 0.0, 0.5], [-0.4, -0.3, 0.3], [-0.5, 0.2, 0.1], [0.3, -0.1, 0.0], [0.0, -0.2, -0.2], [-0.1, 0.3, -0.6], [-0.1, 0.2, 0.4], [0.0, -0.3, 0.0], [-0.3, 0.2, 0.0], [0.1, -0.3, -0.1], [0.2, 0.2, 0.0], [-0.6, 1.1, -0.3], [0.3, 0.2, -0.3], [-0.5, -0.1, 0.3]]}

2.
{"formula": "C4H34N2O11", "method": "ωB97M-V/def2-TZVPD", "largest_force_ev_per_a": 1.46, "de_lowest_kj_mol": 223.5, "total_energy_ha": -1109.4364, "homo_energy_ev": -16.0, "homo_lumo_gap_ev": 10.96, "charge": 2, "species": ["C", "C", "C", "C", "N", "N", "H", "H", "H", "H", "H", "H", "H", "H", "H", "H", "H", "H", "H", "H", "O", "H", "H", "O", "H", "H", "O", "H", "H", "O", "H", "H", "O", "H", "H", "O", "H", "H", "O", "H", "H", "O", "H", "H", "O", "H", "H", "O", "H", "H", "O"], "coordinates": [[0.0762, 0.4424, 0.6619], [-0.3435, 1.6468, -0.1859], [-1.2213, 1.1019, -1.2781], [-0.8570, 0.9180, -2.5254], [-2.5783, 0.6629, -0.9076], [0.8456, 0.6958, 1.9117], [-0.7342, -0.2443, 0.9005], [0.6322, -0.2419, 0.0243], [-0.8193, 2.4078, 0.4226], [0.5161, 2.0367, -0.7111], [-1.4361, 0.3172, -3.2172], [0.0695, 1.1754, -3.0049], [-3.1213, 0.2789, -1.7307], [-3.1001, 1.4852, -0.6000], [-2.5821, -0.0419, -0.1707], [1.6905, 0.1219, 1.9634], [1.0745, 1.6637, 2.1589], [0.2260, 0.4235, 2.6856], [-3.1545, -2.0356, 0.6758], [-2.5087, -2.8821, -0.3342], [-2.8854, -1.9926, -0.2668], [3.7906, -3.0906, -2.4231], [4.6181, -1.8922, -2.1752], [3.7256, -2.1249, -2.4668], [-4.6083, -2.1510, 2.2765], [-3.5260, -2.2647, 3.3182], [-3.6714, -1.9421, 2.4185], [-3.7444, -0.8203, -3.8516], [-4.2206, -1.2753, -2.5038], [-3.9386, -0.4721, -2.9693], [3.5971, 0.3641, -0.8919], [2.6880, 1.6546, -1.3138], [3.0820, 1.1162, -0.6047], [3.9624, 3.0008, 1.8873], [3.5657, 1.7174, 1.1453], [3.4203, 2.2090, 1.9708], [-0.4828, -0.8651, 4.9116], [0.0211, -1.8545, 3.8495], [-0.1236, -0.9173, 4.0186], [-3.2713, -0.2022, 2.0565], [-3.5734, 1.0606, 2.6762], [-3.0453, 0.7465, 1.9262], [4.4048, -1.5278, 1.8260], [4.2854, -0.4498, 2.9469], [3.8634, -1.2247, 2.5584], [2.0450, 2.0814, -3.4186], [2.1305, 3.4915, -2.8099], [1.9680, 2.5645, -2.5889], [1.3207, -2.2312, -2.3625], [1.1007, -1.2323, -3.3948], [0.8275, -1.4083, -2.4837]], "forces_ev_per_a": [[0.2, -1.0, -1.1], [-0.2, -0.8, 0.1], [0.0, 0.2, -0.2], [-0.1, -0.9, -1.1], [-0.3, 0.7, -0.4], [-0.9, 0.2, 0.7], [-0.5, 0.6, 0.6], [0.7, 0.4, -0.1], [-0.2, 0.2, 0.0], [0.3, 0.3, 0.2], [-0.6, 0.3, 0.2], [0.3, 0.4, 0.8], [0.7, 0.0, 0.1], [-0.1, -0.2, 0.4], [0.0, 0.0, -0.1], [0.2, 0.2, 0.1], [0.6, 0.1, -0.8], [0.3, -0.5, 0.3], [0.0, 0.2, -0.4], [0.1, 0.2, -0.6], [0.0, -0.6, 0.9], [-0.2, 0.1, -0.2], [-0.1, 0.3, -0.2], [0.5, -0.5, 0.4], [0.1, 0.1, -0.1], [0.3, 0.0, -0.1], [-0.7, -0.3, 0.3], [0.0, 0.4, 0.0], [-0.1, 0.2, 0.1], [-0.1, -0.8, -0.1], [-0.1, 0.0, -0.7], [0.5, -0.4, -0.4], [-0.2, 0.1, 1.3], [0.0, 0.0, 0.1], [-0.1, 0.3, -0.2], [-0.1, -0.2, 0.1], [0.1, 0.0, 0.0], [0.1, 0.0, 0.1], [-0.2, 0.0, -0.1], [0.4, 0.2, -0.3], [0.2, 0.8, -0.2], [-0.6, -0.8, 0.6], [0.3, 0.1, 0.1], [0.2, -0.1, -0.1], [-0.7, 0.2, 0.0], [0.1, 0.1, -0.1], [0.0, -0.1, 0.0], [-0.1, 0.2, -0.2], [0.0, 0.1, 0.5], [-0.2, 0.3, 0.0], [0.2, -0.4, -0.5]]}

3.
{"formula": "C4H34O12S2", "method": "ωB97M-V/def2-TZVPD", "largest_force_ev_per_a": 3.69, "de_lowest_kj_mol": 158.4, "total_energy_ha": -1871.9892, "homo_energy_ev": -8.6, "homo_lumo_gap_ev": 8.66, "species": ["C", "C", "C", "S", "S", "C", "H", "H", "H", "H", "H", "H", "H", "H", "H", "H", "H", "H", "O", "H", "H", "O", "H", "H", "O", "H", "H", "O", "H", "H", "O", "H", "H", "O", "H", "H", "O", "H", "H", "O", "H", "H", "O", "H", "H", "O", "H", "H", "O", "H", "H", "O"], "coordinates": [[-0.0751, -1.4408, 0.3758], [-1.2100, -2.4615, 0.6021], [0.0603, -0.3331, 1.3992], [1.6725, -0.5555, 2.4104], [3.3751, -0.4635, 1.3105], [3.7187, 1.2686, 1.0268], [0.8891, -2.0728, 0.3037], [-0.2425, -0.9914, -0.6822], [-1.9058, -2.5073, -0.2602], [-0.8151, -3.4940, 0.6761], [-1.8308, -2.3376, 1.5217], [0.0339, 0.6805, 1.0561], [-0.6033, -0.3234, 2.2683], [3.1348, 1.9117, 0.2824], [3.5689, 2.0471, 1.8590], [4.8318, 1.3136, 0.8125], [0.1521, -0.1282, -4.5547], [0.8036, -0.4809, -3.2897], [0.1058, 0.1729, -3.6400], [1.0212, 1.6732, -0.8022], [1.5704, 0.9819, -1.9147], [1.4061, 0.7713, -0.9929], [3.7799, -0.7542, -2.7205], [2.6715, -0.7171, -1.6878], [2.8298, -0.8220, -2.6252], [2.7215, -4.4276, 0.8750], [2.8500, -3.4759, 1.7973], [3.4257, -3.8209, 1.0842], [-1.3221, 1.4229, 4.5586], [-1.7125, 0.9528, 3.1078], [-1.6559, 1.6883, 3.7013], [-3.1602, -0.1049, -1.5554], [-4.2382, -1.1350, -1.9439], [-3.8418, -0.7445, -1.1637], [0.4121, 3.7271, -2.6192], [0.5621, 2.4217, -3.2615], [0.9918, 2.9577, -2.5817], [0.9122, -4.2392, 3.2705], [0.4367, -3.1485, 2.2727], [1.1557, -3.7385, 2.4901], [-0.6833, 2.9524, 1.0575], [-1.7839, 2.1825, 1.7195], [-1.5999, 2.7026, 0.8683], [-1.9970, 4.4147, -1.3026], [-2.2634, 3.5569, -2.6626], [-2.0510, 4.4064, -2.2810], [-4.2185, -0.2570, 2.3308], [-3.5149, -0.7065, 1.0758], [-3.3136, -0.3726, 1.9829], [-1.3095, 0.3661, -2.4305], [-1.6622, 0.6552, -1.1055], [-2.0827, 0.8263, -2.0194]], "forces_ev_per_a": [[0.1, -0.7, -2.0], [-0.8, -1.0, 0.2], [1.9, -0.4, 1.1], [-0.8, 0.7, 0.2], [-0.5, 0.3, -0.4], [0.5, 3.5, 0.3], [-1.2, 1.4, 0.0], [0.5, -0.7, 1.8], [0.3, 0.2, 0.6], [0.0, 0.4, -0.1], [0.5, 0.3, -0.6], [0.1, 0.3, -0.6], [-0.3, -0.7, -0.3], [0.8, -1.9, 0.1], [0.4, -1.9, -0.1], [-1.3, 0.0, 0.0], [-0.5, 0.4, -0.4], [-1.1, 1.5, -0.1], [1.9, -1.9, 0.4], [0.4, -1.3, 0.2], [0.4, -0.4, -0.5], [-1.0, 1.9, 0.2], [0.2, 0.0, -0.1], [0.0, 0.0, 0.7], [-0.2, -0.1, -0.5], [0.0, -1.1, -1.2], [1.0, 0.7, 0.2], [-0.7, 0.4, 0.7], [0.1, -0.4, -0.1], [-0.2, -1.2, 0.1], [-0.1, 1.3, 0.1], [-1.1, -0.8, 0.3], [-0.2, -0.2, 0.0], [0.4, 0.3, 0.0], [0.0, 0.4, 0.4], [0.2, -0.5, 0.0], [-0.5, 0.3, -0.5], [-0.2, 0.0, 0.1], [-0.3, 0.2, 0.1], [0.2, -0.5, 0.1], [-0.2, 0.2, -0.2], [-0.1, 1.3, -1.8], [0.2, -1.2, 1.8], [-0.3, -0.8, -1.0], [-0.2, -0.6, 0.7], [0.6, 1.2, 0.3], [0.7, 0.1, 0.0], [0.4, 0.3, 0.5], [-1.0, -0.3, -0.7], [-0.7, 0.5, -1.2], [-1.3, 1.3, -1.0], [3.0, -0.7, 2.1]]}

4.
{"formula": "C4H35BO15P2", "method": "ωB97M-V/def2-TZVPD", "largest_force_ev_per_a": 1.59, "total_energy_ha": -2009.5633, "homo_energy_ev": -8.7, "homo_lumo_gap_ev": 8.11, "smiles": "CB(O)P(OC[C@H](C)O)[PH2]=O.O.O.O.O.O.O.O.O.O.O.O", "species": ["C", "B", "O", "P", "O", "C", "C", "C", "O", "P", "O", "H", "H", "H", "H", "H", "H", "H", "H", "H", "H", "H", "H", "H", "O", "H", "H", "O", "H", "H", "O", "H", "H", "O", "H", "H", "O", "H", "H", "O", "H", "H", "O", "H", "H", "O", "H", "H", "O", "H", "H", "O", "H", "H", "O", "H", "H"], "coordinates": [[-2.4432, 0.9597, -1.6394], [-0.9061, 0.9543, -1.2665], [0.0473, 0.8368, -2.2939], [-0.1666, 1.0773, 0.5286], [0.0999, -0.4962, 1.1009], [1.2017, -1.1154, 0.4159], [2.4074, -1.3705, 1.3061], [2.1031, -2.1886, 2.5577], [3.0586, -0.1419, 1.6008], [-1.7122, 1.7995, 1.8824], [-1.5379, 3.2727, 2.2029], [-2.5165, 0.6046, -2.6676], [-2.8335, 1.9852, -1.5924], [-3.0458, 0.3086, -1.0135], [0.0048, -0.0524, -2.6674], [1.5388, -0.5066, -0.4266], [0.8621, -2.0830, 0.0257], [3.1094, -1.9509, 0.7091], [1.6955, -3.1600, 2.2775], [3.0576, -2.3907, 3.0511], [1.4622, -1.6636, 3.2673], [2.9190, 0.0734, 2.5253], [-3.0145, 1.5482, 1.3871], [-1.5523, 1.0618, 3.0822], [0.0437, 3.6363, 5.0192], [-0.9144, 3.6932, 5.0751], [0.2392, 3.9801, 4.1406], [2.9858, 0.0221, -2.0578], [3.8098, 0.3409, -1.6656], [2.4761, 0.8244, -2.2223], [3.2541, -4.2182, 0.0080], [2.5136, -4.6866, -0.3913], [3.9563, -4.2990, -0.6474], [-5.0005, 0.8873, -3.0828], [-5.9516, 0.9919, -2.9842], [-4.8167, 1.2061, -3.9760], [-3.1993, 2.4729, -4.7678], [-2.6286, 2.3278, -4.0057], [-2.7333, 3.1189, -5.3062], [-3.5409, 5.0304, 0.3107], [-2.9906, 4.5144, 0.9166], [-2.9097, 5.5812, -0.1611], [-1.9897, -2.0079, -1.2871], [-2.6726, -2.5241, -0.8413], [-1.5639, -1.5186, -0.5715], [-1.8821, -3.8934, 0.8386], [-1.3405, -4.4165, 1.4372], [-1.2458, -3.3925, 0.3171], [-2.4352, 5.9921, 3.0425], [-3.3050, 6.1444, 2.6592], [-2.3725, 5.0313, 3.1147], [5.8218, -0.3360, -2.0964], [5.0698, -0.8091, -2.4732], [6.4979, -0.3956, -2.7776], [4.3258, -6.7329, -0.3319], [4.0931, -6.2979, 0.4964], [4.5672, -7.6301, -0.0821]], "forces_ev_per_a": [[1.2, 0.2, -0.1], [-0.9, -0.4, -1.0], [-0.1, -0.2, 1.3], [1.3, 0.4, 0.9], [-0.6, 0.6, -0.5], [0.4, -0.4, 0.0], [-0.2, 0.0, 0.2], [0.6, 0.1, -0.2], [0.0, 0.1, 0.1], [0.0, 1.3, 0.8], [-0.3, -0.8, -0.7], [-0.3, 0.0, 0.0], [-0.1, -0.1, 0.1], [-0.2, 0.2, 0.1], [-0.1, 0.1, -0.6], [0.0, -0.1, 0.0], [-0.1, 0.1, 0.0], [-0.1, 0.0, -0.2], [-0.2, 0.1, 0.1], [-0.1, 0.0, 0.1], [-0.2, -0.1, -0.1], [-0.1, 0.1, 0.1], [0.1, -0.3, 0.2], [-0.2, -0.4, -0.5], [0.1, -0.1, 0.0], [0.0, 0.0, 0.0], [-0.1, 0.0, 0.0], [0.1, 0.1, 0.0], [-0.1, 0.1, 0.1], [-0.1, -0.1, 0.0], [-0.1, 0.1, 0.0], [0.0, 0.0, 0.0], [0.0, 0.0, 0.0], [-0.3, -0.1, -0.2], [0.0, 0.0, 0.0], [0.1, 0.1, 0.1], [0.1, 0.0, 0.0], [-0.1, 0.0, 0.0], [0.0, 0.0, -0.1], [0.0, -0.2, 0.0], [0.2, 0.0, 0.0], [0.0, 0.1, 0.1], [0.3, 0.0, 0.1], [-0.1, 0.0, -0.1], [-0.1, 0.0, 0.1], [0.1, 0.0, 0.1], [-0.1, 0.0, 0.1], [0.0, -0.1, -0.1], [-0.1, 0.0, 0.2], [0.0, 0.0, -0.1], [0.2, 0.0, -0.2], [-0.1, -0.2, -0.1], [0.0, 0.0, -0.1], [0.1, 0.1, 0.0], [0.0, -0.2, 0.1], [0.0, 0.1, -0.1], [0.0, 0.0, -0.1]]}